No. 1
Molecular formula: C5H10N2
Method: DFT, ωB97M-V with the def2-TZVPD basis set

Geometry as XYZ:
```
17
C5H10N2 ωB97M-V with the def2-TZVPD basis set
C -2.88 -1.39 -1.55
N -1.64 -1.18 -1.46
C -1.18 -0.27 -0.46
C -0.28 -0.64 0.45
C 0.48 0.39 1.20
C 1.96 0.51 0.82
N 2.20 0.99 -0.55
H -3.60 -0.96 -0.85
H -3.23 -2.04 -2.35
H -1.51 0.76 -0.59
H -0.33 -1.67 0.79
H 0.12 1.42 1.13
H 0.52 0.20 2.27
H 2.36 1.23 1.54
H 2.53 -0.40 1.00
H 3.07 1.50 -0.56
H 1.41 1.56 -0.81
```

* relative energy (zero: lowest compared OMol25 entry of this formula, charge and spin): 2.029 eV
* SMILES: C=N/C=C/CCN
* total charge: 0
* M: 98.15 u
* HOMO: -8.65 eV
* orbital gap: 9.49 eV

---

No. 2
Molecular formula: C2H5NO3
Method: DFT, ωB97M-V with the def2-TZVPD basis set

Geometry as XYZ:
```
11
C2H5NO3 ωB97M-V with the def2-TZVPD basis set
C -1.20 -0.98 1.02
O -0.42 0.10 0.40
C 0.61 -0.24 -0.48
O 0.96 -1.36 -0.86
N 0.91 0.94 -1.11
O 0.77 1.86 -0.03
H -0.46 -1.51 1.71
H -1.07 -1.77 0.00
H -2.14 -0.64 1.43
H 1.89 1.13 -1.30
H 0.16 2.48 -0.78
```

* relative energy (zero: lowest compared OMol25 entry of this formula, charge and spin): 4.915 eV
* SMILES: COC(=O)NO
* total charge: 0
* M: 91.07 u
* HOMO: -10.31 eV
* orbital gap: 10.82 eV

---

No. 3
Molecular formula: C29H53N3O5
Method: DFT, ωB97M-V with the def2-TZVPD basis set

Geometry as XYZ:
```
90
C29H53N3O5 ωB97M-V with the def2-TZVPD basis set
C -3.19 2.28 1.26
O -3.27 1.00 2.02
C -4.49 0.96 2.85
C -5.47 -0.32 2.43
C -4.64 -1.62 1.87
C -4.66 -1.78 0.22
C -4.95 -3.34 -0.26
C -3.65 -3.87 -1.17
C -2.35 -3.94 -0.17
C -1.19 -2.84 -0.68
C -0.66 -1.87 0.56
C -0.30 -0.33 0.05
C 1.31 -0.29 -0.26
C 2.48 -0.34 0.89
C 2.06 -0.43 2.49
C 1.41 0.95 3.09
O 1.48 0.94 4.58
C 2.27 2.30 2.61
N 1.57 2.83 1.38
C 4.06 -0.31 0.50
C 5.27 -0.31 1.64
C 6.02 -1.75 1.82
C 5.80 -2.81 0.59
C 5.56 -2.33 3.31
N 4.45 -0.27 -0.93
N 3.47 -0.26 -1.86
C 4.01 -0.27 -3.31
O 4.69 0.75 -3.85
O 3.79 -1.49 -4.15
C 1.97 -0.24 -1.80
O 1.07 -0.19 -3.00
C 0.94 1.19 -3.49
C -0.43 1.96 -3.04
C -0.16 2.95 -1.72
C -0.92 2.91 -4.33
C -0.75 4.53 -4.03
C -2.47 2.55 -4.81
H -2.74 3.17 1.92
H -2.45 2.11 0.35
H -4.26 2.58 0.84
H -4.23 0.80 4.00
H -5.10 1.96 2.77
H -6.23 0.10 1.65
H -6.07 -0.62 3.41
H -5.13 -2.62 2.30
H -3.52 -1.63 2.24
H -5.56 -1.12 -0.16
H -3.64 -1.47 -0.27
H -5.96 -3.42 -0.89
H -5.05 -4.07 0.68
H -3.97 -4.91 -1.62
H -3.53 -3.10 -2.04
H -1.90 -5.03 -0.05
H -2.71 -3.64 0.93
H -0.25 -3.51 -1.00
H -1.55 -2.20 -1.59
H -1.47 -1.88 1.43
H 0.31 -2.41 0.98
H -0.61 0.37 0.97
H -0.99 -0.12 -0.87
H 1.30 -1.33 2.62
H 2.98 -0.70 3.19
H 0.26 1.09 2.84
H 0.99 1.74 4.96
H 2.14 3.08 3.51
H 3.39 1.99 2.44
H 2.11 3.57 0.89
H 0.63 3.16 1.70
H 6.09 0.45 1.22
H 4.93 0.15 2.67
H 7.19 -1.52 1.93
H 6.57 -3.71 0.77
H 6.09 -2.28 -0.42
H 4.73 -3.32 0.57
H 4.46 -2.70 3.18
H 6.33 -3.18 3.57
H 5.66 -1.40 4.04
H 1.85 1.81 -3.03
H 1.13 1.15 -4.65
H -1.34 1.26 -2.80
H -1.13 3.58 -1.43
H 0.80 3.65 -1.88
H 0.09 2.32 -0.74
H -0.25 2.70 -5.30
H -0.93 5.07 -5.08
H -1.56 4.96 -3.31
H 0.37 4.82 -3.72
H -3.25 3.35 -4.45
H -2.73 1.45 -4.50
H -2.48 2.56 -6.00
```

* total charge: 0
* M: 523.76 u
* HOMO: -7.81 eV
* orbital gap: 6.49 eV

---

| no. | LUMO level (eV) |
| --- | --- |
| 1 | 0.85 |
| 2 | 0.51 |
| 3 | -1.32 |